Entry 1:
Below is a structure of composition C10H9N2O5PdSe at a distorted geometry, with properties calculated with ωB97M-V/def2-TZVPD.

Each line ends with the Löwdin charge.
Cartesian coordinates (Å):
O (-0.570, 2.404, -5.172)  0.2227
C (-0.324, 1.967, -4.178)  -0.2066
Pd (-0.211, 1.198, -2.348)  0.5674
C (-0.773, 1.872, -0.628)  -0.1479
O (-0.910, 2.251, 0.451)  0.1249
C (-0.154, -0.918, -1.833)  -0.6695
O (-0.765, -1.856, -2.307)  -0.0281
C (1.568, 2.054, -2.860)  -0.1416
O (2.366, 2.363, -3.660)  0.0764
C (-2.157, 0.747, -3.009)  -0.3188
O (-3.246, 1.163, -3.166)  0.0566
H (-1.811, -0.331, -3.228)  0.0607
C (2.844, -0.326, 2.120)  -0.0107
N (1.421, -0.488, 2.248)  -0.1253
C (0.721, -0.331, 3.435)  0.0137
C (-0.565, -0.639, 3.167)  0.0245
N (-0.623, -0.987, 1.789)  -0.0905
C (-1.821, -1.487, 1.113)  0.0135
C (0.622, -0.881, 1.230)  -0.4264
Se (1.238, -1.344, -0.587)  1.1325
H (3.223, -0.357, 3.116)  0.0931
H (3.125, 0.644, 1.705)  0.1179
H (3.262, -1.161, 1.580)  0.0877
H (1.308, -0.084, 4.270)  0.1293
H (-1.377, -0.619, 3.871)  0.1398
H (-2.125, -2.450, 1.558)  0.1163
H (-2.610, -0.736, 1.287)  0.1156
H (-1.655, -1.667, 0.036)  0.0727

Calculated values
Relative energy (zero: lowest compared OMol25 entry of this formula, charge and spin)   225.3 kJ/mol
Largest force on an atom   6.4 eV Å⁻¹
<S²>   2.022
Frontier orbital gap (alpha / beta)   4.8 / 5.4 eV
Total charge   +1
HOMO (alpha / beta)   -8.964 / -11.550 eV
LUMO level (alpha / beta)   -4.21 / -6.11 eV
Multiplicity   3


Entry 2:
Below is a structure of composition C19H21BaCl2IN2O3 at a distorted geometry, with properties calculated with ωB97M-V/def2-TZVPD.

Each line ends with the Löwdin charge.
Cartesian coordinates (Å):
Ba (-0.014, 0.036, -0.122)  1.5888
I (0.672, 1.658, 2.784)  0.9001
C (2.711, 1.226, 2.720)  -0.6406
C (3.365, 1.260, 3.915)  -0.1742
C (4.768, 1.063, 3.922)  -0.0910
C (5.430, 0.891, 2.747)  -0.0451
C (4.739, 0.882, 1.507)  -0.1822
C (5.451, 0.792, 0.283)  -0.0619
C (4.769, 0.789, -0.891)  -0.1066
C (3.345, 0.794, -0.914)  -0.1955
C (2.561, 0.914, 0.224)  -0.3289
C (3.331, 1.006, 1.449)  -0.2854
H (2.832, 1.443, 4.837)  0.0813
H (5.301, 1.075, 4.864)  0.1005
H (6.507, 0.765, 2.753)  0.1090
H (6.534, 0.743, 0.294)  0.1055
H (5.321, 0.748, -1.825)  0.0945
H (2.885, 0.728, -1.903)  0.0610
Cl (-0.139, 1.462, -3.319)  0.5218
C (0.146, 3.141, -2.810)  -0.9673
Cl (-0.291, 3.483, -1.131)  0.5322
H (-0.455, 3.773, -3.450)  0.0269
H (1.205, 3.331, -2.927)  0.0317
C (-6.088, 0.606, -0.450)  -0.0350
N (-4.708, 0.596, 0.031)  -0.1302
C (-4.382, 0.031, 1.337)  -0.0163
C (-3.688, 1.040, -0.717)  -0.5033
C (-3.921, 1.641, -2.076)  0.0230
O (-2.525, 0.975, -0.295)  -0.2232
H (-6.721, 0.210, 0.338)  0.0840
H (-6.211, -0.023, -1.332)  0.0970
H (-6.429, 1.614, -0.679)  0.0914
H (-5.311, -0.225, 1.838)  0.0857
H (-3.836, 0.754, 1.940)  0.0958
H (-3.770, -0.866, 1.242)  0.0972
H (-4.958, 1.787, -2.365)  0.0681
H (-3.430, 1.009, -2.815)  0.0923
H (-3.405, 2.602, -2.074)  0.0869
O (0.206, -2.903, 1.713)  0.0102
C (0.068, -3.264, 0.555)  -0.5504
C (-0.047, -4.700, 0.061)  -0.0939
C (-0.289, -4.556, -1.434)  -0.0954
C (-0.285, -3.049, -1.671)  -0.5470
O (-0.485, -2.494, -2.739)  0.0070
N (-0.032, -2.378, -0.497)  -0.1905
H (-0.849, -5.202, 0.601)  0.1170
H (0.875, -5.226, 0.310)  0.1199
H (-1.239, -4.969, -1.775)  0.1163
H (0.485, -5.009, -2.054)  0.1187

Calculated values
Relative energy (zero: lowest compared OMol25 entry of this formula, charge and spin)   0.0 kJ/mol
Largest force on an atom   1.9 eV Å⁻¹
Frontier orbital gap   7.3 eV
Total charge   0
HOMO   -7.237 eV
LUMO level   0.04 eV
Multiplicity   1


Entry 3:
Below is a cluster of 2 separate species, C2H3ClN2 in total at a distorted geometry, with properties calculated with ωB97M-V/def2-TZVPD.

Each line ends with the Löwdin charge.
Cartesian coordinates (Å):
C (-1.476, 1.072, 0.003)  -0.0912
C (0.004, -0.748, 0.243)  -0.8460
N (-1.956, 2.099, 0.211)  0.0234
N (1.101, -0.066, -0.147)  0.0121
Cl (-0.271, -2.091, -0.744)  0.6293
H (0.046, -1.071, 1.243)  0.0433
H (1.480, 0.751, 0.373)  0.1274
H (1.071, 0.054, -1.182)  0.1018

Calculated values
Relative energy (zero: lowest compared OMol25 entry of this formula, charge and spin)   136.4 kJ/mol
Largest force on an atom   3.5 eV Å⁻¹
<S²>   2.014
Frontier orbital gap (alpha / beta)   8.2 / 7.2 eV
Total charge   0
HOMO (alpha / beta)   -7.435 / -11.088 eV
LUMO level (alpha / beta)   0.77 / -3.88 eV
Multiplicity   3


Entry 4:
Below is an isolated molecule of C10H13O4P, with properties calculated with ωB97M-V/def2-TZVPD.

Each line ends with the Löwdin charge.
Cartesian coordinates (Å):
C (3.803, -1.284, 0.472)  -0.0563
C (2.479, -0.529, 0.512)  -0.2622
O (2.534, 0.566, -0.391)  -0.1485
C (1.378, 1.362, -0.364)  -0.1954
C (0.250, 0.737, -1.221)  -0.1011
C (-1.062, 0.658, -0.518)  -0.1358
C (-1.841, -0.430, -0.408)  -0.1974
P (-1.386, -2.062, -1.008)  0.7315
O (-0.447, -2.764, -0.100)  -0.4187
C (-3.147, -0.313, 0.304)  -0.3977
O (-4.117, -0.936, -0.045)  0.1052
C (-3.180, 0.669, 1.415)  0.0350
C (-2.423, 1.759, 1.308)  0.0318
C (-1.554, 1.923, 0.124)  -0.3426
O (-1.261, 3.003, -0.332)  0.1420
H (4.398, -0.948, -0.374)  0.0766
H (3.630, -2.355, 0.416)  0.0719
H (4.384, -1.092, 1.373)  0.0689
H (2.288, -0.153, 1.523)  0.1187
H (1.655, -1.203, 0.255)  0.0952
H (1.037, 1.493, 0.669)  0.1220
H (1.645, 2.340, -0.752)  0.1286
H (0.110, 1.347, -2.117)  0.1350
H (0.578, -0.244, -1.556)  0.0973
H (-0.871, -1.858, -2.297)  0.0214
H (-2.608, -2.715, -1.200)  0.0225
H (-3.837, 0.490, 2.255)  0.1264
H (-2.435, 2.540, 2.056)  0.1257

Calculated values
Relative energy (zero: lowest compared OMol25 entry of this formula, charge and spin)   195.9 kJ/mol
Largest force on an atom   0.7 eV Å⁻¹
Frontier orbital gap   8.3 eV
SMILES   CCOCCC1=C([PH2]=O)C(=O)C=CC1=O
Total charge   0
HOMO   -9.848 eV
LUMO level   -1.59 eV
Multiplicity   1


Entry 5:
Below is the ion C3H9FNS with charge +1 at a distorted geometry, with properties calculated with ωB97M-V/def2-TZVPD.

Each line ends with the Löwdin charge.
Cartesian coordinates (Å):
C (0.255, -0.781, -1.286)  -0.0313
C (-0.086, 0.194, -0.121)  -0.7701
C (0.716, 1.501, 0.061)  -0.0608
N (0.081, -0.624, 1.264)  0.1744
S (-1.792, 0.812, -0.125)  1.0685
F (-2.510, -0.727, -0.012)  -0.4397
H (1.259, -1.194, -1.316)  0.0981
H (-0.570, -1.439, -0.943)  0.0706
H (-0.066, -0.195, -2.234)  0.1410
H (1.109, 1.538, -0.959)  0.1018
H (1.373, 1.191, 0.878)  0.0928
H (0.081, 2.345, 0.319)  0.0700
H (-0.562, -0.343, 2.039)  0.1784
H (-0.406, -1.426, 0.965)  0.0940
H (1.116, -0.853, 1.469)  0.2122

Calculated values
Relative energy (zero: lowest compared OMol25 entry of this formula, charge and spin)   0.0 kJ/mol
Largest force on an atom   3.3 eV Å⁻¹
Frontier orbital gap   10.1 eV
SMILES   CC(C)([NH3+])SF
Total charge   +1
HOMO   -14.395 eV
LUMO level   -4.33 eV
Multiplicity   1


Entry 6:
Below is a structure of composition C17H17N7SSeZn, with properties calculated with ωB97M-V/def2-TZVPD.

Each line ends with the Löwdin charge.
Cartesian coordinates (Å):
Zn (0.203, -0.691, -0.649)  0.2658
N (2.674, -2.716, 2.396)  0.0693
C (1.960, -1.903, 1.591)  -0.8769
S (0.407, -2.430, 1.063)  0.5957
N (2.576, -0.747, 1.330)  -0.0182
N (1.876, 0.021, 0.474)  -0.1091
C (2.278, 1.213, 0.256)  -0.0816
C (1.523, 2.019, -0.717)  -0.2771
C (1.963, 3.261, -1.145)  -0.0169
C (1.238, 3.923, -2.121)  -0.0442
C (0.087, 3.340, -2.627)  -0.0409
C (-0.296, 2.108, -2.129)  -0.1198
N (0.402, 1.466, -1.195)  0.0266
H (2.264, -3.566, 2.734)  0.0808
H (3.545, -2.382, 2.770)  0.0972
H (3.163, 1.607, 0.749)  0.1257
H (2.878, 3.675, -0.742)  0.1172
H (1.576, 4.881, -2.495)  0.1152
H (-0.493, 3.816, -3.404)  0.1129
H (-1.172, 1.591, -2.503)  0.1235
Se (0.261, -1.660, -2.880)  0.6446
C (1.083, -0.206, -3.816)  -0.6863
C (0.490, 0.340, -4.951)  -0.1370
C (1.100, 1.402, -5.602)  -0.1680
N (2.241, 1.969, -5.207)  0.0480
C (2.816, 1.429, -4.128)  -0.1659
C (2.296, 0.356, -3.419)  -0.1364
H (-0.448, -0.058, -5.319)  0.0931
H (0.639, 1.827, -6.489)  0.0998
H (3.751, 1.881, -3.811)  0.1033
H (2.826, -0.038, -2.560)  0.0954
N (-1.929, 1.496, 0.879)  0.1502
C (-2.603, 0.368, 0.504)  -0.3666
C (-3.955, 0.202, 0.844)  -0.0198
C (-4.603, -0.939, 0.446)  -0.0641
C (-3.916, -1.906, -0.289)  -0.0625
C (-2.600, -1.661, -0.587)  -0.1643
N (-1.942, -0.550, -0.206)  0.0275
H (-2.309, 2.057, 1.619)  0.1011
H (-0.932, 1.523, 0.748)  0.0673
H (-4.462, 0.972, 1.412)  0.1111
H (-5.645, -1.084, 0.705)  0.1108
H (-4.390, -2.819, -0.618)  0.1057
H (-2.019, -2.373, -1.160)  0.0678

Calculated values
Relative energy (zero: lowest compared OMol25 entry of this formula, charge and spin)   8.0 kJ/mol
Largest force on an atom   0.5 eV Å⁻¹
Frontier orbital gap   7.2 eV
Total charge   0
HOMO   -7.556 eV
LUMO level   -0.38 eV
Multiplicity   1


- Which value of multiplicity does entry 2 give?
  1


- Which of these has the lowest largest force on an atom?
  C17H17N7SSeZn


- Which of these has the lowest largest force on an atom?
  C17H17N7SSeZn


What did the fourth record say?
Below is an isolated molecule of C10H13O4P, with properties calculated with ωB97M-V/def2-TZVPD.

Each line ends with the Löwdin charge.
Cartesian coordinates (Å):
C (3.803, -1.284, 0.472)  -0.0563
C (2.479, -0.529, 0.512)  -0.2622
O (2.534, 0.566, -0.391)  -0.1485
C (1.378, 1.362, -0.364)  -0.1954
C (0.250, 0.737, -1.221)  -0.1011
C (-1.062, 0.658, -0.518)  -0.1358
C (-1.841, -0.430, -0.408)  -0.1974
P (-1.386, -2.062, -1.008)  0.7315
O (-0.447, -2.764, -0.100)  -0.4187
C (-3.147, -0.313, 0.304)  -0.3977
O (-4.117, -0.936, -0.045)  0.1052
C (-3.180, 0.669, 1.415)  0.0350
C (-2.423, 1.759, 1.308)  0.0318
C (-1.554, 1.923, 0.124)  -0.3426
O (-1.261, 3.003, -0.332)  0.1420
H (4.398, -0.948, -0.374)  0.0766
H (3.630, -2.355, 0.416)  0.0719
H (4.384, -1.092, 1.373)  0.0689
H (2.288, -0.153, 1.523)  0.1187
H (1.655, -1.203, 0.255)  0.0952
H (1.037, 1.493, 0.669)  0.1220
H (1.645, 2.340, -0.752)  0.1286
H (0.110, 1.347, -2.117)  0.1350
H (0.578, -0.244, -1.556)  0.0973
H (-0.871, -1.858, -2.297)  0.0214
H (-2.608, -2.715, -1.200)  0.0225
H (-3.837, 0.490, 2.255)  0.1264
H (-2.435, 2.540, 2.056)  0.1257

Calculated values
Relative energy (zero: lowest compared OMol25 entry of this formula, charge and spin)   195.9 kJ/mol
Largest force on an atom   0.7 eV Å⁻¹
Frontier orbital gap   8.3 eV
SMILES   CCOCCC1=C([PH2]=O)C(=O)C=CC1=O
Total charge   0
HOMO   -9.848 eV
LUMO level   -1.59 eV
Multiplicity   1